Entry 1:
DFT (ωB97M-V with the def2-TZVPD basis set) results for a cluster of 3 separate species, C28H39ClN3O8S in total at a distorted geometry.

```
80
Properties=species:S:1:pos:R:3:forces:R:3
C -4.9402 1.0858 0.3429 0.26 -0.30 -1.37
H 1.1848 -1.3534 4.0919 -0.14 -0.04 -0.01
C 2.1823 1.3307 1.0938 0.74 1.14 0.31
H -1.8577 3.9350 -0.7857 -2.06 -1.50 0.18
C 1.2541 -2.1139 -2.1910 -2.59 3.37 -1.77
H 1.0273 -3.3255 -5.8034 0.28 -0.21 2.34
C 0.2677 -1.9476 4.1459 -0.09 -0.24 -0.13
C -6.8056 -1.2588 -0.4838 -1.42 -4.08 -1.29
H 8.1513 1.0824 -0.3146 0.11 0.10 -0.02
H -8.5677 -1.7686 -3.3797 1.50 0.32 2.54
C 0.1597 -4.6739 -4.0959 -6.13 -5.65 3.80
O -7.3221 -0.6539 -1.7318 -0.55 -5.30 2.14
H 5.8084 2.9664 2.0969 -0.05 -0.27 -0.22
H -3.7253 3.8406 -0.4233 2.00 -1.56 -0.56
H -2.6039 2.8818 1.5817 0.48 -1.42 -2.15
C 6.3421 2.5121 1.2544 0.08 0.52 0.57
S -5.8409 -0.4900 0.9404 -0.91 0.09 -2.00
C -2.9807 2.4005 -2.1017 -0.90 0.68 -1.00
H -2.5733 0.8734 -4.3528 2.32 0.96 0.22
O 2.5001 -0.1131 0.8399 -4.26 0.16 -1.52
C -8.0094 -1.8202 -2.3403 0.86 -3.25 2.58
O -1.8494 -2.2028 5.3173 -0.51 0.05 0.25
H 1.3994 1.7386 0.2902 1.73 -0.78 1.89
C -0.0882 0.3552 -1.9358 1.21 -3.33 -1.84
H -0.8615 -0.4285 5.1456 -0.19 -0.26 0.04
C 0.7317 -2.1166 -3.7681 0.20 1.26 3.00
H 6.3667 1.4267 1.3902 0.05 0.14 -0.05
H 7.9515 3.4812 -2.2114 -0.35 -0.03 0.17
C -1.5048 1.3869 -4.2112 -0.60 -0.77 0.79
N -7.8950 -3.1007 -1.5386 1.08 7.78 -1.46
O 6.2968 2.9082 -1.1690 -1.03 0.36 0.37
H -5.4623 2.0177 0.8201 1.13 -1.83 -0.93
H 1.8827 -3.0355 -1.7896 -1.55 2.25 -1.00
H -3.2359 1.2482 -1.9983 0.85 2.34 -0.04
C -0.7470 -5.6345 -3.5537 5.94 8.01 -3.07
H -0.7864 2.9820 -2.6127 -1.72 -0.71 -1.31
C -2.0376 -3.3908 5.9415 -1.58 -0.75 0.02
H 0.0029 -3.5569 6.6903 0.07 -0.01 -0.26
C 1.5688 1.5899 2.5976 -6.17 -2.25 2.76
N -0.1170 -0.9801 -4.3444 1.68 -0.50 4.15
C -0.6043 -1.4825 5.2942 0.20 -0.08 -0.09
O 4.3808 2.9615 -0.0060 1.69 -0.04 -0.59
H 9.4384 1.6774 -1.3814 -0.16 0.02 0.01
H 0.5432 -3.0003 4.2485 0.05 0.07 0.12
H -0.3993 1.2540 -1.2164 0.52 -2.16 -2.14
C 5.6015 2.8384 -0.0078 -0.47 -0.10 -0.33
H -5.0850 1.0713 -0.8389 0.32 0.36 2.64
C 8.3543 1.6122 -1.2488 -0.05 -0.24 0.08
H -2.0319 3.5869 -3.8924 0.51 -1.89 1.50
C 1.2469 -0.7232 0.3502 -4.37 -2.97 4.58
C -0.5493 0.2359 -3.5139 1.44 -1.23 2.11
H 3.2287 1.8933 1.0053 -2.53 -1.11 0.08
C -1.7577 2.6744 -3.1965 0.04 0.00 -0.05
O -3.1677 -3.8480 6.0800 1.93 1.20 -0.43
H -3.9488 2.8845 -2.6057 2.03 -1.20 1.07
C -3.3679 0.8864 0.7617 -0.11 -0.42 1.02
H 8.1376 3.6419 -0.4764 -0.15 -0.12 0.00
H -3.3680 0.6154 1.9248 0.08 0.51 -2.52
H -1.3023 1.8682 0.6704 -2.14 0.74 -0.29
O 0.3449 -1.2601 1.2086 6.39 3.77 -6.44
H -2.9148 -0.0813 0.2315 -1.08 2.22 0.92
H -0.0939 -1.5421 6.2597 -0.09 -0.12 -0.06
H -0.5223 -4.8355 5.5548 -0.02 0.13 0.11
H -0.3886 -1.0869 -5.3633 0.30 0.43 1.78
C -0.8340 -4.1757 6.3699 0.28 -0.14 0.73
H -1.1085 -4.7848 7.2387 -0.08 0.02 -0.39
C 1.1716 -3.4647 -4.6491 -1.31 -0.97 1.02
N -7.1516 -2.7493 -0.3895 0.34 5.83 -2.38
C -2.4273 2.2179 0.6051 -0.58 0.26 0.81
Cl 2.5861 2.6387 3.7866 -1.11 -1.43 -1.91
H 7.9388 0.9998 -2.0555 0.09 0.17 0.03
H -1.1281 1.6938 -5.2783 -0.42 -0.65 2.21
C 0.8232 -0.8327 -1.2591 -0.53 -0.09 -3.66
H -0.2678 -1.8527 3.1959 0.12 0.09 0.43
H 2.2891 -3.7866 -4.3868 -2.56 0.98 -0.59
H 7.3531 2.9156 1.2874 0.03 -0.25 -0.13
O 0.3951 1.1506 3.0606 7.99 2.93 -3.51
H -1.6360 -6.0608 -2.8809 2.53 0.93 -1.99
C 7.7302 2.9927 -1.2567 0.39 -0.18 0.01
C -2.7745 3.1786 -0.6744 0.72 0.22 0.13
```
Forces are in eV/Å.

Total charge: +1
Max |F| (eV Å⁻¹): 10.43
DFT total energy (Eh): -2713.8201
Kohn-Sham gap (eV): 4.95
LUMO energy (eV): -5.115

Entry 2:
DFT (ωB97M-V with the def2-TZVPD basis set) results for the ion C7H7N2O2S with charge +1 at a distorted geometry.

```
19
Properties=species:S:1:pos:R:3:forces:R:3
C -1.7944 0.5827 0.6457 1.39 -0.63 -1.30
C 0.5321 0.1596 -0.1188 2.16 -2.68 -0.42
C -1.7276 1.6002 -0.4508 -0.86 1.46 -0.38
H 1.4893 -1.5246 -1.0225 0.46 1.84 0.90
C -2.6113 -1.5655 -0.2073 -0.66 -0.18 -0.57
H -0.9725 -2.0960 -1.2287 0.16 -0.14 0.24
N -1.3560 -1.4839 -0.5187 0.20 0.49 0.04
C 0.9184 1.4045 0.4741 2.40 0.08 2.03
S -3.4387 -0.3383 0.5882 2.09 0.58 0.58
O -0.9007 2.6795 -0.1984 -0.03 0.50 0.36
H 0.7593 3.3810 0.8933 -0.16 1.72 0.59
C 0.2644 2.5472 0.5127 -1.44 -1.68 -1.87
H -3.1505 -2.3827 -0.5918 -0.70 -1.00 -0.29
H 1.9111 1.4574 1.0422 -1.37 -0.48 -1.13
O -2.3424 1.5366 -1.4701 0.02 0.05 0.15
H 2.5759 -0.1613 -0.7968 -1.54 -0.23 0.33
C -0.7288 -0.3492 -0.0117 0.01 1.59 0.81
H -1.2713 0.9869 1.5115 -1.17 -0.22 0.86
N 1.6591 -0.5910 -0.5537 -0.96 -1.06 -0.91
```
Forces are in eV/Å.

Total charge: +1
Max |F| (eV Å⁻¹): 3.47
DFT total energy (Eh): -928.8101
Kohn-Sham gap (alpha / beta) (eV): 7.60 / 7.60
LUMO energy (alpha / beta) (eV): -4.825 / -4.826
Energy relative to the best compared isomer or geometry (same formula, charge and spin) (eV): 0.000

Entry 3:
DFT (ωB97M-V with the def2-TZVPD basis set) results for a cluster of 11 separate species, C45H109N11O7 in total at a distorted geometry.

```
172
Properties=species:S:1:pos:R:3:forces:R:3
C 8.1140 2.6841 1.0996 0.24 -1.26 -1.43
O 3.2826 -7.8936 -4.2961 0.29 0.75 -1.54
H -5.6342 -1.8877 5.1179 0.39 0.28 -0.21
H 2.8535 -8.7968 3.9646 -0.18 -0.71 0.01
H -8.4888 2.4347 3.7656 0.04 -0.51 -0.15
H 2.9902 -2.3862 -1.9199 -0.12 -0.01 -0.36
H 6.6592 3.3520 3.6253 -0.14 0.61 0.12
H 2.2475 -7.2417 2.3684 -0.26 0.38 -0.30
H -10.4414 5.5248 -1.1332 0.73 -1.10 0.03
H 1.0807 8.0588 5.1062 0.08 -0.27 0.37
H -2.6350 8.4264 7.6522 -0.02 0.31 -0.25
H 0.6638 -7.5924 -4.3049 0.61 -0.11 0.22
H -8.9785 -4.6592 -0.2568 -0.22 -0.19 0.29
H 11.6486 -4.9549 1.3940 -0.60 -0.01 0.43
C 0.8371 4.8028 -6.6297 0.84 0.54 -1.01
H 0.7752 -3.0180 -2.6348 0.36 0.00 -0.04
H 14.4965 -2.5680 -1.1223 -0.12 -0.26 0.11
H -11.1539 6.9315 -2.8269 0.11 -0.25 -0.18
H 0.5606 0.0872 -0.7983 -0.30 0.27 -0.46
C 2.7344 -0.7681 -9.7737 -0.51 0.24 -0.97
N 1.9203 5.8121 -6.9020 -0.17 0.07 0.79
H 0.3157 4.8943 -5.6769 0.32 0.85 -0.16
H 6.8220 -0.3639 -8.7175 0.36 -0.47 0.22
C -0.2929 -0.5794 -0.6743 0.44 0.32 0.56
H 0.0284 12.0046 6.7844 -0.13 0.09 0.15
C 0.5911 -8.3793 -3.5543 -0.62 -0.04 0.45
N 9.4026 3.0464 3.2400 1.06 -0.38 0.09
H -8.7658 3.3559 -4.1462 -0.21 0.00 0.00
H -0.1501 -0.9052 0.3560 -0.20 -0.40 0.11
H 0.8229 -6.6917 3.3030 0.22 0.40 -0.08
H 1.4766 -8.4276 5.0060 -0.06 -0.27 0.30
H -0.5685 8.8085 2.6781 -0.30 -0.18 -0.06
H 10.0163 -5.0767 0.4986 0.36 -0.36 0.23
H 2.9484 0.0871 -10.4147 0.16 0.16 0.00
H 1.6551 -9.1446 -1.9370 0.32 -0.03 -0.22
H -0.6771 7.1329 3.2740 -0.06 0.16 0.37
H -9.1587 3.8345 -1.6506 -0.05 0.27 -0.13
C 1.8436 -7.0690 3.3660 -0.32 -1.33 -0.48
C -12.7940 2.6332 -2.8856 -0.87 -0.28 0.51
N 0.9594 -9.4371 3.1592 1.53 1.45 0.60
H -9.0892 -4.2314 -1.9067 -0.10 0.46 -0.09
H -0.6030 7.3964 6.7361 0.28 -0.26 0.19
H -3.4214 8.3532 6.0108 0.08 0.36 0.16
H 7.5201 4.0463 5.0719 0.28 -0.08 -0.33
H 10.9453 1.8063 4.0092 -0.39 0.15 0.29
N -7.3154 0.6848 4.1419 -2.77 0.38 -0.65
H 7.3946 2.0295 1.5916 0.05 0.19 0.24
H 11.5831 -5.9803 0.0328 -0.69 -0.48 -0.03
H 12.7304 2.5301 2.5654 0.02 0.11 0.14
H -3.1232 6.9321 6.9487 0.17 -0.22 -0.05
H 1.2412 3.7909 -6.6012 0.26 0.09 -0.35
C 7.2588 3.1481 4.5124 -0.14 -1.41 -0.94
C 0.0660 11.2849 5.9666 -0.51 0.10 0.74
N -10.8700 4.1569 -2.7499 -0.23 2.28 1.09
H 6.5986 2.5405 5.1314 0.08 -0.06 0.20
C 0.8729 -11.7401 2.4109 0.43 -0.58 0.49
C -0.4400 -9.0084 3.0501 0.33 0.31 -0.40
H -0.0628 -11.5836 1.8742 -0.13 0.27 0.40
N 12.8552 -3.8131 -0.5819 2.50 0.76 0.33
C 1.8027 -8.5070 3.9690 -0.16 1.25 -0.54
C 3.0737 -8.5184 -3.2963 -0.06 -0.21 0.82
H 7.5664 3.2653 0.3577 0.09 -0.13 -0.20
H 3.5528 8.4097 -5.5799 -0.15 -0.32 -0.01
H 2.4435 -1.5717 -10.4502 0.33 -0.20 0.16
H -13.7374 -3.9444 0.8074 0.47 -0.44 -0.01
C -2.7024 7.9056 6.6970 0.46 -0.64 -0.47
H 1.6503 -11.6803 1.6492 0.17 -0.10 0.16
O -1.3104 -2.4162 -1.7841 0.55 0.35 -0.19
H 0.4932 -11.0609 4.4095 -0.29 -0.17 0.30
H -13.6657 2.3500 -3.4755 -0.01 -0.09 -0.07
H -11.2508 -4.4740 -1.7178 -0.56 0.22 0.50
H 0.8157 7.7718 2.6565 0.20 -0.05 0.08
C 0.3621 8.6845 4.5770 -0.93 -0.28 -0.53
H -0.6519 -7.8632 4.8836 0.29 -0.16 0.07
H 2.3779 -0.8715 -2.6906 0.41 0.00 -0.01
H 4.1709 -8.7856 -1.4363 -0.04 0.05 0.01
C 6.0342 -0.4891 -7.9746 0.48 1.49 0.17
H -0.5275 -8.1064 2.4445 0.42 -0.07 -0.37
C -9.4461 -3.9325 -0.9211 0.95 -0.49 0.49
H 0.1046 -9.2400 -4.0131 0.23 -0.16 -0.23
N 4.7919 -0.2161 -8.6399 -0.46 0.38 -0.41
C -11.8758 6.4347 -2.1787 -0.27 -1.23 -0.90
C -6.1869 0.1112 4.4509 3.74 -1.54 0.97
C -13.2144 -3.6712 -0.1091 0.77 0.61 -0.31
C -9.8695 3.2684 -2.2527 0.85 -0.46 -1.08
H -10.1725 2.4584 -1.5892 -0.66 -0.24 0.25
H 2.5622 5.7272 -7.6772 -0.34 -0.51 0.10
H 10.3163 1.3453 2.4684 0.59 -0.22 -0.62
H 2.3238 -1.1441 -0.9382 -0.13 0.09 -0.05
C 4.2013 -9.1032 -2.4785 -0.04 -0.38 0.20
H 2.5175 -6.3542 3.8382 -0.21 -0.24 0.44
C -7.5208 2.1172 4.1534 0.59 0.43 -0.09
H 1.1205 11.2905 5.6910 -0.14 -0.40 -0.33
O -5.1862 0.7014 4.8751 -1.02 0.06 -0.34
H 8.1525 1.3678 3.4967 -0.60 -0.15 -0.17
H 6.1291 0.3423 -7.2761 0.49 -0.18 0.35
H 8.9289 1.8930 4.9295 0.49 0.16 -0.07
C 11.7918 3.0815 2.5101 -1.01 -1.08 -1.05
H -8.2428 2.1647 -2.9536 0.19 -0.23 -0.29
H -1.2540 -0.0657 -0.6948 0.21 -0.03 -0.28
C 2.2163 -1.6187 -1.9136 0.14 0.33 0.30
H -12.7385 6.1617 -2.7864 -0.30 0.64 0.00
H -8.0246 0.0813 3.7511 -0.01 0.29 0.12
H 13.4887 -4.4474 -0.1168 -0.42 0.00 0.12
C 1.1631 -10.8085 3.5875 -1.23 0.11 -0.78
C -6.0905 -1.4178 4.2467 -1.04 0.45 0.30
O -11.2414 -2.9610 1.0962 0.02 -0.98 -1.65
H 12.9558 -2.0483 -1.8211 -0.33 -0.11 0.63
H -9.6994 1.8340 -3.8750 0.04 0.09 -0.21
C 3.1903 7.9527 -6.5007 -0.79 -0.24 -0.64
C 10.6035 2.2156 3.0586 0.64 1.55 0.22
C -1.1185 -8.6908 4.3493 -0.18 -0.06 0.44
H -12.5061 4.4585 -4.0619 0.07 0.04 0.24
H -11.9102 4.6170 -0.9116 -0.32 -0.12 0.05
H 9.6126 4.1946 1.4365 0.16 -0.34 0.10
H -0.9985 -9.7710 2.5073 0.06 -0.10 0.06
C 8.4531 2.2724 4.0253 -0.52 1.28 0.89
H -12.2592 1.7232 -2.6138 0.26 -0.07 -0.39
O 1.2542 7.2599 -5.3018 -0.19 0.06 -0.14
H 2.7387 8.7501 -7.0907 0.08 0.19 -0.03
H -5.5671 -1.6546 3.3204 0.13 0.06 0.19
H -1.0830 -9.6018 4.9468 -0.45 0.26 0.47
C -11.6493 -3.5416 0.0751 -2.44 1.21 2.39
O 10.7096 -3.2961 -1.0995 1.68 -0.79 0.92
C -1.3247 7.7379 5.9941 -0.82 0.77 0.26
H -13.6105 -2.6742 -0.3020 0.32 0.29 -0.05
N 0.9121 -2.1983 -2.0608 -0.58 -0.73 -0.24
H -1.3825 6.9815 5.2114 -0.14 0.08 0.10
H -0.5714 11.6934 5.1823 0.20 -0.11 -0.21
H 0.1519 4.9163 -7.4699 -0.37 -0.40 0.29
H -0.1127 -8.0470 -2.7912 -0.08 0.23 -0.05
H -6.7263 2.5331 3.5339 -0.10 0.41 0.07
H 8.8493 2.0461 0.6093 -0.32 -0.34 -0.47
H 0.2433 9.5421 7.1734 -0.17 -0.38 0.48
C 11.1054 -5.0987 0.4600 1.35 0.93 -0.68
N 1.8104 -8.7472 -2.8525 -0.40 -0.15 0.28
C -0.5110 9.9509 6.5010 0.20 0.54 -1.94
C -11.9333 3.6503 -3.6072 0.60 -1.01 0.65
O 4.0664 -2.3561 -8.5446 -0.35 2.53 -0.82
H -7.0894 -1.8520 4.2067 -0.13 -0.10 -0.29
H 11.8873 4.0889 2.9154 -0.18 -0.32 0.57
H 4.0972 -10.1881 -2.4952 0.05 -0.10 0.10
H 0.9083 9.5822 4.2876 -0.23 0.16 0.26
H -1.4651 10.1763 6.9774 0.30 -0.12 0.37
H -12.1296 7.1940 -1.4390 -0.20 -0.54 0.39
H 2.1569 -10.9719 4.0045 0.15 0.20 -0.40
H -11.4717 3.0868 -4.4181 0.18 0.35 -0.27
H -13.5569 -4.2469 -0.9690 0.23 -0.40 0.16
H 4.0185 7.5604 -7.0910 -0.05 -0.24 0.11
C -0.2793 -1.7793 -1.5793 -0.79 -0.20 0.64
C 11.5591 -3.9656 -0.4688 -3.93 0.36 -0.72
H -7.4359 2.5505 5.1500 0.16 -0.22 0.08
H -9.0226 -2.9838 -0.5916 -0.42 0.22 -0.35
H 5.1696 -8.8536 -2.9125 -0.26 0.16 -0.02
H 6.0840 -1.4309 -7.4282 -0.36 0.09 -0.48
H 4.6360 0.6595 -9.1185 0.41 0.00 0.35
C 13.5337 -2.9143 -1.4982 -0.42 -0.23 -1.09
C 8.8685 3.5986 1.9649 -0.81 1.16 2.58
N -10.8861 -4.0109 -0.8976 0.99 -0.48 -1.34
C -11.2779 5.0780 -1.6705 -0.21 1.92 -0.36
H 13.6408 -3.4925 -2.4160 0.62 0.20 -0.26
H 8.1259 4.3170 2.3119 0.14 0.49 0.06
C -9.1154 2.6297 -3.4123 0.44 -0.42 0.69
N -0.8397 9.0022 5.3936 1.05 -0.19 0.62
H -13.1658 2.9706 -1.9181 -0.15 0.42 -0.05
H 0.8305 -12.7324 2.8600 0.09 -0.37 -0.49
H 11.5843 3.2364 1.4513 0.29 0.04 -0.22
H -2.1290 -8.3263 4.1645 -0.22 -0.47 0.07
C 3.9209 -1.1643 -8.9374 -0.88 -3.98 0.80
C 2.0178 6.9853 -6.2089 0.57 -0.09 1.06
H 1.8025 -0.5168 -9.2672 0.32 -0.05 0.65
C -0.0609 8.0316 3.2498 0.42 0.51 -0.31
```
Forces are in eV/Å.

Total charge: 0
Max |F| (eV Å⁻¹): 4.16
Structure (SMILES): CCN(CC)CC.CCN(CC)CC.CCN(CC)CC.CCN(CC)CC.CNC(C)=O.CNC(C)=O.CNC(C)=O.CNC(C)=O.CNC(C)=O.CNC(C)=O.CNC(C)=O
DFT total energy (Eh): -2908.8843
Kohn-Sham gap (eV): 8.43
LUMO energy (eV): 0.303
Energy relative to the best compared isomer or geometry (same formula, charge and spin) (eV): 2.297